Here is C51H37N15SScSe as an isolated structure from OMol25. Energies are from wB97M-V/def2-TZVPD.

```
! RIJCOSX wB97M-V def2-TZVPD def2/J DEFGRID3
* xyz 1 1
Sc 0.058 0.464 -0.271
C -3.448 4.331 -4.329
C -2.465 3.947 -5.246
C -1.342 3.246 -4.838
C -1.237 2.933 -3.491
C -0.190 2.284 -2.718
N 1.031 2.103 -3.173
C 2.036 1.784 -2.377
C 3.417 2.103 -2.696
C 4.012 2.692 -3.801
C 5.384 2.878 -3.767
C 6.136 2.512 -2.646
C 5.537 1.953 -1.528
C 4.168 1.737 -1.571
C 3.227 1.151 -0.630
N 3.605 0.563 0.488
C 2.745 0.172 1.403
N 1.428 0.514 1.449
C 0.948 0.165 2.675
N -0.108 0.705 3.242
C -0.866 1.575 2.599
N -0.951 1.774 1.256
C -1.829 2.800 1.041
N -2.270 3.250 -0.117
C -1.740 2.887 -1.264
N -0.586 2.178 -1.414
C -2.212 3.334 -2.567
C -3.332 4.041 -2.980
C -2.336 3.294 2.312
C -3.214 4.313 2.653
C -3.492 4.500 3.997
C -2.899 3.704 4.981
C -2.006 2.700 4.646
C -1.745 2.497 3.298
C 1.933 -0.645 3.376
C 1.900 -1.368 4.558
C 3.049 -2.043 4.937
C 4.213 -1.972 4.166
C 4.252 -1.243 2.988
C 3.093 -0.595 2.591
N 1.962 1.202 -1.148
H -4.315 4.874 -4.683
H -2.584 4.209 -6.289
H -0.564 2.955 -5.530
H 3.419 2.991 -4.654
H 5.885 3.313 -4.621
H 7.205 2.679 -2.651
H 6.113 1.699 -0.648
H -4.082 4.360 -2.267
H -3.652 4.947 1.893
H -4.181 5.279 4.297
H -3.138 3.880 6.022
H -1.521 2.094 5.400
H 0.999 -1.405 5.157
H 3.050 -2.629 5.847
H 5.097 -2.501 4.496
H 5.154 -1.177 2.393
N -2.934 -1.573 -3.274
C -1.844 -2.256 -3.750
C -1.719 -3.258 -4.703
C -0.451 -3.743 -4.938
C 0.655 -3.211 -4.266
C 0.519 -2.215 -3.321
C -0.758 -1.749 -3.023
N -1.203 -0.798 -2.095
C -2.513 -0.732 -2.300
C -3.499 0.048 -1.581
C -4.722 0.439 -2.049
S -5.613 1.173 -0.793
C -4.293 0.898 0.269
N -3.266 0.337 -0.274
H -3.892 -1.706 -3.550
H -2.583 -3.647 -5.225
H -0.307 -4.537 -5.658
H 1.643 -3.587 -4.498
H 1.368 -1.796 -2.821
H -5.134 0.350 -3.041
H -4.349 1.163 1.315
C 3.515 -1.494 -2.152
C 2.755 -2.005 -0.976
N 1.554 -1.673 -0.526
C 1.320 -2.507 0.554
C 2.377 -3.331 0.754
N 3.276 -3.002 -0.225
H 2.980 -0.705 -2.669
H 3.698 -2.307 -2.858
H 4.481 -1.097 -1.839
H 0.401 -2.457 1.112
H 2.570 -4.087 1.495
H 4.191 -3.400 -0.347
C -2.584 -1.211 4.735
N -2.000 -2.449 4.257
C -1.694 -3.535 5.049
C -1.235 -4.508 4.237
N -1.263 -4.011 2.952
C -0.933 -4.780 1.771
C -1.724 -2.738 2.964
Se -2.034 -1.625 1.503
H -2.710 -1.279 5.813
H -3.552 -1.055 4.261
H -1.933 -0.379 4.489
H -1.843 -3.526 6.113
H -0.905 -5.507 4.459
H -1.517 -5.700 1.759
H 0.128 -5.029 1.757
H -1.178 -4.190 0.890
*
```

Kohn-Sham gap, eV: 4.664
Energy relative to the best compared isomer or geometry (same formula, charge and spin), kcal per mole: 11.0
Strongest force on any atom, eV/A: 0.47
LUMO energy, eV: -3.50